1.
14
Properties=species:S:1:pos:R:3:nbo_charge:R:1 method="wB97M-V/def2-TZVPD" max_force_ev_per_a=0.915 smiles="CNC(N)=O.O" de_lowest_kj_mol=32.1
C 0.99689 -2.37241 2.45412 -0.41
N 0.34681 -1.41625 1.56175 -0.65
C 0.80733 -1.28993 0.28816 0.77
N 0.04643 -0.45955 -0.52888 -0.85
O 1.84345 -1.79871 -0.10103 -0.65
H 1.36188 -3.21581 1.87534 0.23
H 0.24550 -2.71765 3.16002 0.20
H 1.87647 -1.93707 2.92744 0.19
H -0.22122 -0.71538 2.00725 0.40
H -0.94937 -0.56905 -0.42637 0.38
H 0.30888 -0.51227 -1.49692 0.39
O -2.27537 5.81095 -4.28049 -0.93
H -2.41983 6.25880 -3.43814 0.47
H -1.96784 4.93433 -4.00224 0.47

=====

2.
16
Properties=species:S:1:pos:R:3:nbo_charge:R:1 method="wB97M-V/def2-TZVPD" max_force_ev_per_a=4.032 de_lowest_kj_mol=152.2
C -0.41666 1.00018 -0.00833 -0.84
C 1.03657 -0.15487 0.73265 0.26
N 2.18018 0.71498 0.52279 -0.82
N 0.99512 -1.33884 0.04094 -0.83
O -1.63853 -1.11327 0.95740 -0.92
O -1.48273 -0.63075 -1.54764 -0.95
S -3.36103 0.95581 0.00938 -0.46
S -1.77264 -0.05565 -0.00650 1.84
H -0.12447 1.35925 -1.01658 0.25
H -0.79241 1.78909 0.68685 0.25
H 0.80516 -0.33084 1.72063 0.20
H 1.84213 1.58365 0.91005 0.36
H 2.37810 0.90645 -0.51141 0.36
H 1.45887 -1.29987 -0.82197 0.37
H 0.96794 -2.28498 0.48907 0.41
H -2.07560 -1.10035 -2.15733 0.52

=====

3.
14
Properties=species:S:1:pos:R:3:nbo_charge:R:1 method="wB97M-V/def2-TZVPD" max_force_ev_per_a=3.629 smiles="N[C@H]([NH3+])PC=O" total_charge=+1 de_lowest_kj_mol=47.1
N 0.04414 -0.40637 -1.23265 -0.83
C 0.03626 -0.70849 0.08133 -0.04
N -1.41464 -0.03125 0.83070 -0.83
P 1.41657 0.20650 1.08788 0.49
C 2.92472 -0.54460 0.41686 0.15
O 3.83671 0.23861 0.43397 -0.44
H -0.51753 -0.99687 -1.90402 0.42
H 0.86649 0.08505 -1.64503 0.43
H -0.22067 -1.67168 0.43786 0.21
H -2.30849 -0.48211 1.10209 0.44
H -1.14995 0.47056 1.71671 0.43
H -1.65131 0.81844 0.23231 0.43
H 1.33411 1.29424 0.29883 -0.01
H 2.99285 -1.55751 0.23543 0.15

=====

4.
13
Properties=species:S:1:pos:R:3:nbo_charge:R:1 method="wB97M-V/def2-TZVPD" max_force_ev_per_a=4.304 smiles="[H]/N=C/N.CS" de_lowest_kj_mol=96.1
H 1.04063 -1.28601 3.10044 0.34
N 0.62995 -0.61900 2.49644 -0.68
C 1.57891 -0.37814 1.66035 0.28
N 1.57347 0.48425 0.58813 -0.83
H 2.72144 -0.63233 1.87167 0.14
H 0.61613 0.75157 0.13531 0.38
H 1.91611 0.07686 -0.28239 0.38
C -2.15673 0.38949 -1.43724 -0.69
S -0.53320 0.49198 -2.49304 -0.08
H -2.35346 1.47025 -1.06895 0.23
H -3.02839 0.01185 -2.08501 0.22
H -2.04930 -0.29083 -0.61793 0.22
H 0.04444 -0.46994 -1.86780 0.10

=====

5.
13
Properties=species:S:1:pos:R:3:lowdin_spin:R:1 method="wB97M-V/def2-TZVPD" max_force_ev_per_a=1.883 total_charge=+1 de_lowest_kj_mol=38.0 multiplicity=2
C -2.04016 1.12202 -0.70538 0.10
S -1.68110 0.70289 0.99496 0.84
H -3.03610 1.52417 -0.85408 0.00
H -1.29355 1.83465 -1.07071 0.03
H -1.94480 0.25586 -1.36607 0.01
N 0.36281 -1.34789 0.74782 0.00
C 1.57786 -1.02835 0.44904 0.00
N 1.86469 0.17491 -0.07159 0.00
H -0.42293 -0.60010 0.51536 0.01
H 0.11888 -1.95136 1.52848 0.00
H 2.40226 -1.61342 0.82674 0.00
H 2.84765 0.31245 -0.26356 0.00
H 1.24448 0.61419 -0.73103 0.00

=====

6.
13
Properties=species:S:1:pos:R:3:nbo_charge:R:1 method="wB97M-V/def2-TZVPD" max_force_ev_per_a=2.547 total_charge=+1 de_lowest_kj_mol=473.1
C 1.82258 0.91560 -0.57054 -0.41
C -0.75483 -0.97106 0.90417 -0.25
N -3.03464 -1.48787 1.31618 -0.33
N -1.89085 -1.21521 1.20341 0.08
N 0.39829 0.59437 -1.04137 -0.71
H 2.35542 1.35266 -1.35486 0.23
H 1.66431 1.73279 0.07128 0.22
H 2.37684 0.09736 -0.16642 0.24
H -0.16435 -0.14798 -0.44724 0.43
H 0.16948 -1.53339 0.93185 0.25
H -3.46282 -1.13230 2.15293 0.38
H 0.63162 0.32978 -2.00018 0.44
H -0.11105 1.46524 -0.99921 0.43

=====

7.
13
Properties=species:S:1:pos:R:3:nbo_charge:R:1 method="wB97M-V/def2-TZVPD" max_force_ev_per_a=5.724 total_charge=+1 de_lowest_kj_mol=433.4
C -0.45439 1.10678 -0.27043 0.33
C 1.46886 -0.75305 1.48054 0.02
N 0.50351 1.97197 -0.52103 -0.75
N -0.26236 -0.15568 -0.08030 -0.35
N 0.84734 -0.80465 0.29404 -0.23
H -1.48270 1.33901 -0.37763 0.24
H 1.12696 -0.06747 2.20933 0.22
H 2.23273 -1.35285 1.73078 0.22
H -1.10048 -0.12228 -3.16933 0.05
H 0.32869 2.90599 -0.78473 0.43
H -1.09585 0.11349 -2.44208 -0.05
H 1.54522 1.81143 -0.52170 0.42
H 1.05979 -1.66613 -0.29765 0.45

=====

8.
13
Properties=species:S:1:pos:R:3:nbo_charge:R:1 method="wB97M-V/def2-TZVPD" max_force_ev_per_a=4.080 total_charge=+1 de_lowest_kj_mol=166.6
C 0.75861 -1.16789 0.76386 0.38
C -1.01983 2.53680 -0.92580 0.10
N 1.36864 -2.26501 1.04672 -0.73
N 0.28510 -0.76906 -0.34188 -0.74
N -1.14361 1.36423 -0.43168 -0.63
H 0.60713 -0.35578 1.57604 0.21
H -1.79770 3.20581 -0.94434 0.18
H -0.19904 2.80330 -1.43339 0.18
H 1.91626 -2.51141 1.83068 0.44
H 1.40022 -3.02793 0.34289 0.41
H -0.39914 0.17594 -0.35994 0.43
H 0.23621 -1.29381 -1.21508 0.41
H -2.01284 1.30480 0.09193 0.38